No. 1
Density functional theory data (the ωB97M-V functional and the def2-TZVPD basis) for C71H72AsGeN4O3Si2Ti as an isolated structure.

Values from the calculation:
- E_LUMO (spin up / spin down) (eV) = 3.5341 / 3.5337
- gap between HOMO and LUMO (spin up / spin down) (eV) = 3.931 / 3.832
- net charge = -2
- multiplicity = 2

```
155
Properties=species:S:1:pos:R:3:mulliken_spin:R:1
Ti 0.51894 -0.11081 -0.00931 0.200
O 0.12321 -0.05432 1.74850 -0.010
C -0.12550 -0.97051 2.75010 -0.005
C -0.95642 -2.15473 2.17272 0.003
C -0.19877 -3.01620 1.21390 0.003
C -0.15861 -4.38747 1.37741 -0.001
C 0.59033 -5.18096 0.49996 0.002
C 1.23376 -4.52420 -0.55384 0.000
C 1.10721 -3.16057 -0.69786 0.005
C 1.72282 -2.44935 -1.86239 0.014
C 2.77575 -1.42397 -1.34014 -0.059
O 2.20975 -0.58615 -0.40888 0.057
C 3.39273 -0.60325 -2.47629 0.018
C 4.45527 0.23477 -2.13853 0.006
C 5.13074 0.95835 -3.10071 -0.010
C 4.74318 0.87666 -4.43355 0.004
C 3.66351 0.07930 -4.77406 -0.002
C 2.99254 -0.65628 -3.81021 0.015
C 3.90375 -2.24379 -0.71517 -0.001
C 3.96239 -2.37117 0.66849 0.003
C 4.96601 -3.11827 1.25972 0.001
C 5.91739 -3.74897 0.47756 0.000
C 5.86236 -3.62810 -0.90552 0.000
C 4.85979 -2.87774 -1.49699 -0.001
N 0.42952 -2.38694 0.19320 -0.001
C -0.93640 -0.36814 3.90699 0.000
C -1.23983 0.98710 3.91361 -0.008
C -1.88204 1.56392 4.99412 0.000
C -2.22311 0.79155 6.09093 0.001
C -1.93271 -0.56474 6.09070 0.000
C -1.28641 -1.13855 5.01310 -0.001
C 1.18473 -1.37142 3.45263 0.001
C 1.83981 -0.37046 4.16948 0.001
C 3.00665 -0.61746 4.86426 0.000
C 3.54530 -1.89714 4.88436 -0.002
C 2.89408 -2.90679 4.20141 0.001
C 1.72927 -2.65155 3.49414 -0.001
H -1.77669 -1.66786 1.63172 0.002
H -1.38897 -2.76181 2.97265 0.000
H -0.69407 -4.84676 2.19737 0.000
H 0.66199 -6.25193 0.62214 0.000
H 1.81568 -5.08036 -1.27400 0.000
H 0.94046 -1.89574 -2.38988 -0.002
H 2.19288 -3.16595 -2.54249 -0.002
H 4.75407 0.29613 -1.10184 0.014
H 5.97310 1.57852 -2.82262 -0.003
H 5.27280 1.43711 -5.19436 0.000
H 3.34269 0.02623 -5.80703 0.000
H 2.15428 -1.26224 -4.11762 0.001
H 3.22198 -1.85508 1.26656 -0.001
H 5.00110 -3.20183 2.33752 0.000
H 6.70925 -4.32478 0.94106 0.000
H 6.60735 -4.11827 -1.52096 0.000
H 4.82962 -2.77491 -2.57432 0.000
H -0.96003 1.57013 3.04811 0.009
H -2.12484 2.61640 4.97309 0.000
H -2.70070 1.24234 6.95186 0.000
H -2.20395 -1.17433 6.94374 0.000
H -1.03755 -2.19060 5.04958 0.000
H 1.39842 0.61459 4.21506 -0.001
H 3.48514 0.18052 5.41106 0.000
H 4.45166 -2.09934 5.43806 0.000
H 3.29135 -3.91349 4.22172 0.000
H 1.25395 -3.46348 2.97102 0.000
C 1.74948 2.63656 -3.21288 0.013
C 1.51544 1.97956 -1.88349 0.169
N 0.63697 1.00064 -1.71862 0.095
N -0.06960 0.51683 -2.74571 -0.116
C -0.88682 -0.43094 -2.29592 0.092
O -0.97847 -0.65470 -1.01230 0.018
C -1.59259 -1.25753 -3.25057 -0.030
C -2.14759 -2.47611 -2.82015 0.029
C -2.78946 -3.30574 -3.70980 -0.023
C -2.89158 -2.95480 -5.05252 0.037
C -2.33961 -1.75349 -5.49048 -0.021
C -1.69778 -0.91492 -4.60811 0.036
C 2.21970 2.32991 -0.70860 0.079
C 3.36781 3.15319 -0.69625 0.049
C 4.04677 3.37327 0.47590 0.029
C 3.54417 2.78633 1.65185 0.109
C 2.39658 2.02110 1.57174 -0.029
N 1.72255 1.77831 0.45368 0.120
H 1.00631 2.25662 -3.90899 0.001
H 2.74614 2.42286 -3.59748 -0.007
H 1.63317 3.71498 -3.11344 0.026
H -2.04217 -2.74892 -1.77938 0.010
H -3.21529 -4.23724 -3.35946 -0.001
H -3.38230 -3.61910 -5.75114 0.004
H -2.42786 -1.47829 -6.53547 -0.001
H -1.27600 0.02548 -4.92789 0.006
H 3.71720 3.57425 -1.62844 0.019
H 4.94642 3.97826 0.49794 0.004
H 4.03667 2.94438 2.60048 0.005
H 1.97558 1.58834 2.46836 -0.013
C -3.37370 5.66202 -2.44322 0.001
Si -1.82125 4.54054 -2.69814 0.001
C -0.74461 5.76728 -3.74874 0.007
C -2.30357 3.17671 -3.95751 -0.001
As -0.87474 3.48385 -0.82322 0.057
Si -0.03307 5.41245 0.19419 -0.008
C 0.74984 4.98573 1.90405 0.015
C -1.20532 6.91919 0.51534 0.003
C 1.44374 6.24529 -0.72826 0.003
H -3.80865 5.98867 -3.38408 0.000
H -3.10935 6.54892 -1.87802 0.001
H -4.14025 5.13920 -1.88738 -0.001
H -1.22823 6.03516 -4.68446 0.000
H 0.22092 5.33699 -3.99265 -0.002
H -0.56812 6.68820 -3.20149 0.000
H -2.86743 3.55330 -4.80852 0.000
H -2.90566 2.42105 -3.46259 0.001
H -1.41715 2.67605 -4.33615 0.001
H 0.34444 4.05962 2.29930 -0.004
H 0.59668 5.75855 2.65460 0.001
H 1.81918 4.82989 1.79173 -0.007
H -2.16684 6.58489 0.89380 -0.001
H -1.38563 7.44735 -0.41739 0.000
H -0.79611 7.63637 1.22421 0.000
H 2.22725 5.50872 -0.87017 -0.001
H 1.86671 7.08242 -0.17728 -0.001
H 1.14620 6.60956 -1.70545 0.003
C -4.56003 4.58398 3.26221 0.000
C -5.38737 3.53858 2.88555 0.001
C -4.88542 2.47295 2.15709 -0.001
C -3.55095 2.41463 1.77413 0.022
C -2.74470 3.46961 2.17480 -0.023
C -3.22292 4.54201 2.90665 0.005
Ge -2.71167 0.92965 0.59831 -0.089
C -3.96927 1.32723 -0.97000 -0.006
C -4.11992 0.36949 -1.96691 0.018
C -4.98216 0.53772 -3.03488 0.000
C -5.72314 1.70268 -3.14268 0.002
C -5.55122 2.69584 -2.19270 0.001
C -4.68295 2.51028 -1.12955 0.001
C -4.01184 -0.48084 1.41248 0.011
C -4.09120 -0.57681 2.80092 0.001
C -4.86328 -1.53582 3.43164 0.000
C -5.61549 -2.42216 2.68191 0.000
C -5.58430 -2.32838 1.30198 0.000
C -4.77999 -1.38432 0.68336 0.001
H -4.95316 5.42287 3.82535 0.000
H -6.43760 3.56262 3.15570 0.000
H -5.55208 1.67232 1.87060 0.001
H -1.69965 3.45458 1.88739 0.029
H -2.55027 5.34214 3.19581 0.000
H -3.53378 -0.53314 -1.91540 -0.006
H -5.07390 -0.24013 -3.78315 0.000
H -6.41686 1.83764 -3.96688 0.000
H -6.11116 3.61980 -2.28221 0.000
H -4.55533 3.30126 -0.39974 0.000
H -3.54641 0.13110 3.40485 0.000
H -4.88112 -1.58969 4.51443 0.000
H -6.22499 -3.17337 3.17174 0.000
H -6.19660 -2.99642 0.70597 0.000
H -4.77701 -1.34106 -0.39559 0.001
```



No. 2
Density functional theory data (the ωB97M-V functional and the def2-TZVPD basis) for a 7-piece molecular cluster, C71H81N8O13Si overall.

Values from the calculation:
- energy above the lowest of the compared OMol25 structures with the same formula, charge and spin (kcal/mol) = 13.6
- E_LUMO (eV) = -2.2625
- gap between HOMO and LUMO (eV) = 8.324
- net charge = +1

```
174
Properties=species:S:1:pos:R:3:mulliken_charge:R:1
C 3.56475 -0.50481 3.87006 -1.425
C 4.20403 0.82677 3.48286 0.476
C 3.25036 2.02950 3.59158 -0.966
N 2.53137 2.31634 2.30838 0.323
C 2.05283 3.76067 2.26453 -1.202
C 0.80137 3.74210 1.34072 0.379
C 0.68016 4.81296 0.24717 -1.429
C -0.70227 5.48326 0.30062 -1.223
C -1.81126 4.55010 -0.26366 0.170
C -2.69587 3.90910 0.82945 -0.850
C -4.06050 4.60154 0.95153 -0.761
C -5.04486 3.67862 1.71403 -1.026
C -5.80523 2.78581 0.73360 -0.653
C -6.75889 1.81833 1.50070 -0.762
Si -8.25762 1.37632 0.43930 0.181
C -9.53881 2.74757 0.47894 -1.134
C -7.76947 1.05773 -1.36093 -1.279
C -8.97553 -0.25069 1.10978 0.423
C -9.14289 -0.36362 2.48683 -0.356
C -9.65512 -1.53817 3.03630 -0.523
C -10.02748 -2.59914 2.21480 -0.589
C -9.85023 -2.49091 0.85546 -0.560
C -9.33195 -1.33168 0.28925 -0.239
C 0.58917 2.24672 0.98881 0.253
C 1.14186 1.69876 -0.29567 0.408
C 2.18289 2.29715 -0.99164 -0.062
C 2.70022 1.73967 -2.14961 -0.809
N 2.22552 0.60609 -2.66595 -0.590
C 1.23951 0.02528 -1.99051 -0.645
C 0.65833 0.50986 -0.82922 -0.357
C 1.24762 1.57934 2.19522 -1.511
O 4.90776 0.83617 2.25553 -0.536
C 4.30191 0.18430 1.14514 0.332
C 4.88390 -1.16683 0.82393 -0.082
C 4.41044 -1.80955 -0.32240 -0.335
C 4.92486 -3.04282 -0.70260 -0.746
C 5.92838 -3.65195 0.04787 -0.353
C 6.38578 -3.01500 1.18615 -0.856
C 5.87485 -1.78073 1.57793 -0.378
H 4.31831 -1.26568 4.02635 0.396
H 2.77654 -0.82359 3.19455 0.255
H 3.08746 -0.34185 4.83736 0.519
H 4.95998 1.00138 4.24674 0.413
H 3.80454 2.91834 3.86880 0.497
H 2.49062 1.82793 4.33633 0.367
H 3.11042 2.25983 1.46852 0.381
H 2.83141 4.40702 1.87592 0.304
H 1.72586 4.04258 3.25602 0.398
H -0.02937 3.94247 2.01277 0.275
H 0.75503 4.38922 -0.74782 0.514
H 1.43515 5.58799 0.38103 0.440
H -0.95322 5.77535 1.31822 0.612
H -0.67524 6.35995 -0.34039 0.290
H -1.33474 3.74534 -0.82683 0.322
H -2.41522 5.13955 -0.94527 0.192
H -2.23274 3.94078 1.81643 0.214
H -2.89158 2.87424 0.54641 0.240
H -4.46043 4.74108 -0.04800 0.445
H -3.96907 5.55071 1.47367 0.393
H -5.76078 4.26945 2.28194 0.577
H -4.49496 3.04257 2.40735 0.273
H -5.08196 2.16956 0.20484 0.307
H -6.37918 3.40698 0.04847 0.337
H -6.21077 0.89448 1.67443 0.451
H -7.07832 2.26201 2.44090 0.519
H -9.07924 3.64405 0.05772 0.419
H -9.87431 2.99126 1.48589 0.346
H -10.41161 2.52068 -0.12936 0.356
H -8.62042 1.20985 -2.01800 0.365
H -6.96238 1.73151 -1.63872 0.361
H -7.43304 0.02889 -1.45786 0.383
H -8.84900 0.44666 3.14016 0.313
H -9.76370 -1.61433 4.10890 0.387
H -10.44927 -3.50022 2.62960 0.395
H -10.11921 -3.31228 0.20557 0.373
H -9.16584 -1.23767 -0.77229 0.312
H -0.48333 2.05948 0.98244 0.829
H 2.60247 3.22996 -0.63504 0.468
H 3.51406 2.21759 -2.67324 0.461
H 0.86333 -0.90724 -2.39162 0.461
H -0.13394 -0.03291 -0.33628 0.532
H 0.59984 1.75182 3.04878 0.595
H 1.35334 0.51228 2.03377 0.457
H 4.48842 0.82003 0.27516 0.507
H 3.21744 0.11343 1.22440 -0.127
H 3.64084 -1.34110 -0.92534 0.330
H 4.55442 -3.50452 -1.60590 0.408
H 6.32605 -4.59110 -0.30158 0.477
H 7.18149 -3.48147 1.74698 0.479
H 6.26176 -1.30081 2.46468 0.542
C 0.29476 5.86845 -5.98935 -0.620
C -0.81080 5.16020 -5.53340 -0.590
C -1.53332 5.62625 -4.44762 -0.338
C -1.13383 6.80302 -3.83735 0.213
C -0.03307 7.51846 -4.27364 -0.547
C 0.68556 7.04262 -5.35847 0.089
N -1.90696 7.30922 -2.69597 1.097
O -2.85070 6.63957 -2.31134 -0.684
O -1.55601 8.35192 -2.18558 -0.620
H 0.85410 5.50369 -6.84098 0.439
H -1.11215 4.24623 -6.02655 0.417
H -2.39414 5.08158 -4.08902 0.491
H 0.26741 8.43267 -3.78295 0.537
H 1.54969 7.59184 -5.70855 0.079
C -12.71921 0.64214 1.11233 0.119
C -12.99421 -0.70365 1.32384 -0.076
C -14.31006 -1.12646 1.42048 -0.516
C -15.32586 -0.19606 1.30092 -0.109
C -15.06869 1.14646 1.09736 -0.383
C -13.75095 1.56481 1.00394 -0.510
N -16.72387 -0.65101 1.38386 1.014
O -16.92007 -1.83233 1.58380 -0.605
O -17.59536 0.18275 1.24624 -0.609
H -11.69145 0.96877 1.03188 0.146
H -12.16953 -1.39599 1.40174 0.154
H -14.53797 -2.16930 1.58510 0.460
H -15.87750 1.85655 1.01118 0.461
H -13.52954 2.61141 0.84278 0.414
C 4.41460 11.90005 -9.01312 -0.397
C 3.66729 12.41989 -7.96415 -0.479
C 3.27606 11.60128 -6.91796 -0.322
C 3.64636 10.26861 -6.94134 0.214
C 4.38559 9.73082 -7.97963 -0.318
C 4.76983 10.55734 -9.02220 -0.515
N 3.25063 9.40172 -5.82543 1.020
O 2.58104 9.88611 -4.93517 -0.594
O 3.60592 8.23576 -5.85111 -0.627
H 4.72215 12.54400 -9.82617 0.384
H 3.39095 13.46490 -7.96010 0.377
H 2.69467 11.99964 -6.09996 0.444
H 4.66109 8.68688 -7.97975 0.438
H 5.34935 10.15472 -9.84106 0.373
C 10.66169 -6.94727 -3.57124 -0.439
C 9.78974 -7.88756 -3.03775 -0.538
C 9.19733 -7.66375 -1.80621 -0.211
C 9.48861 -6.49247 -1.12949 0.178
C 10.35864 -5.54702 -1.64137 -0.467
C 10.94809 -5.78141 -2.87255 -0.439
N 8.84590 -6.24165 0.16719 1.025
O 8.09530 -7.09651 0.59883 -0.661
O 9.08752 -5.19393 0.73079 -0.599
H 11.11956 -7.12378 -4.53536 0.388
H 9.56976 -8.79523 -3.58211 0.397
H 8.52021 -8.39292 -1.38589 0.453
H 10.57570 -4.64175 -1.09435 0.460
H 11.62979 -5.05293 -3.28873 0.380
C 5.27353 -9.90659 1.62645 -0.605
C 5.75671 -9.29243 0.47690 -0.109
C 5.26352 -9.66437 -0.76361 -0.577
C 4.28851 -10.64222 -0.83150 0.007
C 3.80052 -11.26631 0.30155 -0.553
C 4.30121 -10.89451 1.54062 -0.321
N 3.74894 -11.01897 -2.14809 1.030
O 4.21258 -10.46518 -3.12632 -0.621
O 2.87150 -11.85625 -2.18045 -0.607
H 5.65638 -9.61350 2.59562 0.430
H 6.51319 -8.52196 0.54178 0.547
H 5.63186 -9.19257 -1.66282 0.526
H 3.04173 -12.03078 0.22630 0.464
H 3.93190 -11.36943 2.43485 0.490
C 5.86240 -7.23504 7.56311 -0.427
C 5.13572 -7.15625 6.38218 -0.495
C 4.72919 -8.31327 5.73787 -0.222
C 5.05845 -9.53534 6.29439 0.116
C 5.78585 -9.63488 7.46565 -0.412
C 6.18956 -8.47231 8.10171 -0.413
N 4.61541 -10.76726 5.62390 0.974
O 3.99614 -10.64920 4.58198 -0.593
O 4.89469 -11.82475 6.14336 -0.598
H 6.17464 -6.32932 8.06615 0.372
H 4.88337 -6.19207 5.96280 0.394
H 4.16435 -8.25931 4.81879 0.458
H 6.03543 -10.60032 7.87984 0.455
H 6.75779 -8.53209 9.01939 0.376
```



net charge of number 2 (C71H81N8O13Si)? +1



Which of these has the lowest net charge? C71H72AsGeN4O3Si2Ti